1.
Below is a structure of composition C26H24FeN5O3S, with properties calculated with ωB97M-V with the def2-TZVPD basis set.

Its multiplicity is 2. The expectation value of S² is 0.790. For the HOMO energy (spin up / spin down), the calculation gives -8.231 / -8.129 eV. As for the molar mass: 542.4 Da.

Last column: Mulliken spin population.
Cartesian coordinates (Å):
Fe: 0.1409 1.6207 1.3830  1.02
O: -0.9328 3.0432 1.8309  0.03
C: -1.3735 3.9751 0.9935  -0.01
C: -2.6129 4.5792 1.2305  0.00
C: -3.0817 5.5719 0.3994  0.00
C: -2.3306 6.0110 -0.6905  0.00
C: -1.1048 5.4379 -0.9223  0.00
C: -0.6150 4.4153 -0.0969  0.01
C: 0.6882 3.8589 -0.3413  -0.01
N: 1.1393 2.8345 0.2577  -0.02
N: 2.4489 2.4457 -0.0153  0.00
C: 2.7351 1.4115 0.6725  -0.01
O: 1.8691 0.8869 1.5316  0.03
C: 4.0616 0.7813 0.5481  0.01
C: 4.8537 1.0187 -0.5706  0.00
C: 6.0955 0.4157 -0.6756  0.00
C: 6.5531 -0.4216 0.3336  0.00
C: 5.7633 -0.6604 1.4487  0.00
C: 4.5167 -0.0636 1.5549  0.00
H: -3.1795 4.2333 2.0857  0.00
H: -4.0472 6.0232 0.5926  0.00
H: -2.7126 6.7907 -1.3349  0.00
H: -0.4915 5.7649 -1.7551  0.00
H: 1.3580 4.3260 -1.0589  0.00
H: 4.4807 1.6679 -1.3507  0.00
H: 6.7077 0.5927 -1.5506  0.00
H: 7.5259 -0.8891 0.2491  0.00
H: 6.1188 -1.3133 2.2354  0.00
H: 3.8892 -0.2436 2.4181  0.00
N: -1.0487 0.3913 -1.1311  0.04
C: -0.6342 0.9148 -0.1890  -0.08
C: -3.8489 -1.4756 -1.0470  0.00
C: -4.0856 -2.0142 0.3597  0.00
C: -3.1424 -1.4053 1.3833  0.00
N: -1.7835 -1.8929 1.1391  0.00
C: -0.6945 -1.3339 1.6078  0.00
S: -0.8084 -0.0445 2.7410  -0.01
N: 0.5561 -1.7360 1.2278  0.00
C: 1.0169 -2.3283 0.0335  0.00
O: 2.1502 -2.1104 -0.3050  0.00
C: 0.1216 -3.2341 -0.7462  0.00
C: -0.3215 -4.4386 -0.2041  0.00
C: -1.1112 -5.2860 -0.9685  0.00
C: -1.4616 -4.9251 -2.2624  0.00
C: -1.0119 -3.7267 -2.8008  0.00
C: -0.2106 -2.8806 -2.0496  0.00
H: -4.4903 -1.9785 -1.7705  0.00
H: -2.8125 -1.6045 -1.3661  0.00
H: -4.0588 -0.4053 -1.0894  0.00
H: -3.9833 -3.1049 0.3787  0.00
H: -5.1068 -1.7993 0.6783  0.00
H: -3.4355 -1.6601 2.4027  0.00
H: -3.1299 -0.3177 1.3020  0.00
H: -1.6898 -2.6496 0.4761  0.00
H: 1.2927 -1.1642 1.6551  0.00
H: -0.0448 -4.7103 0.8084  0.00
H: -1.4485 -6.2279 -0.5556  0.00
H: -2.0842 -5.5831 -2.8550  0.00
H: -1.2893 -3.4474 -3.8086  0.00
H: 0.1357 -1.9356 -2.4469  0.00

Cartesian forces, eV/Å:
0.691 0.670 0.033
-0.408 -0.523 -0.149
0.110 -0.209 0.370
-0.148 -0.016 0.160
-0.111 -0.029 0.121
0.011 0.046 -0.076
0.193 -0.023 -0.127
0.160 0.020 -0.250
0.008 0.659 -0.455
0.296 -0.923 0.392
-0.432 0.988 -0.718
-0.324 -0.850 0.814
0.013 -0.072 -0.296
0.050 -0.108 0.096
0.012 0.017 0.002
0.018 -0.009 -0.024
0.007 0.006 -0.003
-0.012 0.009 0.012
-0.002 -0.023 -0.012
-0.031 0.037 -0.030
0.002 -0.035 0.038
0.044 -0.004 -0.016
-0.029 0.008 0.014
-0.045 0.128 -0.004
0.012 0.004 0.005
-0.003 0.006 0.006
-0.009 -0.004 -0.005
-0.007 0.003 -0.002
0.015 0.006 -0.014
-0.025 -0.026 -0.062
0.176 0.026 0.047
0.002 -0.027 -0.031
0.005 -0.016 -0.044
-0.030 0.027 -0.011
0.152 -0.086 0.033
-0.068 0.149 -0.033
-0.130 0.112 0.240
0.142 0.106 0.160
0.038 -0.030 -0.046
0.015 0.018 -0.002
-0.080 0.050 0.029
-0.025 0.072 0.037
0.005 -0.002 0.007
0.001 -0.008 -0.006
0.002 0.016 -0.001
-0.022 0.002 0.026
-0.026 -0.014 -0.002
-0.058 0.020 0.010
0.040 -0.028 0.000
-0.012 -0.011 0.003
-0.009 0.001 0.009
0.012 -0.012 -0.001
0.005 -0.012 0.002
0.027 -0.061 -0.048
-0.215 -0.057 -0.191
-0.003 0.000 -0.007
0.004 0.011 0.001
0.005 0.006 0.005
0.003 0.002 0.005
-0.014 -0.008 -0.012



2.
Below is a structure of composition C26H24IrN2O7PS4, with properties calculated with ωB97M-V with the def2-TZVPD basis set.

Its multiplicity is 1. For the HOMO energy, the calculation gives -7.875 eV. The energy above the lowest of the compared OMol25 structures with the same formula, charge and spin comes out at 1.950 eV. As for the molar mass: 827.9 Da.

Last column: natural (NBO) charge in e.
Cartesian coordinates (Å):
Ir: 0.2387 -0.7168 -1.3693  1.18
C: -3.8224 0.0411 -2.3817  -0.71
C: -2.6394 -0.8644 -2.3981  0.75
O: -1.4963 -0.3812 -2.4968  -0.62
N: -2.8364 -2.1825 -2.3164  -0.58
C: -1.7023 -3.0764 -2.4335  -0.28
C: -1.1118 -3.4339 -1.1066  0.23
C: -1.5909 -4.4751 -0.3328  -0.24
C: -0.9581 -4.7796 0.8578  -0.13
C: 0.1529 -4.0441 1.2290  -0.23
C: 0.5631 -2.9994 0.4266  0.09
N: -0.0704 -2.6843 -0.7163  -0.41
H: -3.5853 0.9386 -2.9468  0.27
H: -3.9818 0.3446 -1.3448  0.27
H: -4.7175 -0.4379 -2.7765  0.22
H: -3.7368 -2.5292 -2.0321  0.41
H: -0.9422 -2.5445 -3.0009  0.26
H: -1.9901 -3.9657 -2.9928  0.23
H: -2.4417 -5.0507 -0.6739  0.22
H: -1.3246 -5.5826 1.4839  0.23
H: 0.6949 -4.2595 2.1382  0.24
H: 1.4057 -2.3861 0.6944  0.24
O: 4.0179 -1.5198 0.1636  -0.95
S: 3.0200 -0.9350 -0.6858  2.38
O: 1.8835 -0.2355 0.0264  -0.95
O: 2.3996 -1.9101 -1.5754  -1.00
C: 3.8411 0.2246 -1.7627  -0.24
C: 5.2258 0.2074 -1.6924  -0.20
C: 5.9836 1.0098 -2.5329  -0.20
C: 5.3583 1.8266 -3.4533  -0.20
C: 3.9736 1.8425 -3.5415  -0.17
C: 3.1994 1.0521 -2.7038  -0.35
S: 1.4338 1.1335 -3.0230  2.40
O: 0.7167 1.3254 -1.7151  -0.91
O: 1.2545 2.1480 -4.0061  -0.92
O: 1.0556 -0.2229 -3.4692  -0.97
H: 5.6922 -0.4514 -0.9747  0.25
H: 7.0633 0.9937 -2.4612  0.22
H: 5.9422 2.4571 -4.1109  0.22
H: 3.4673 2.4671 -4.2623  0.25
S: -2.1409 2.7691 -0.4373  -0.58
P: -1.4476 1.5397 0.8941  1.17
S: -1.3481 -0.4704 0.3393  -0.41
C: 0.1077 2.0444 1.6653  -0.45
C: 0.9489 1.1255 2.2826  -0.10
C: 2.0761 1.5661 2.9597  -0.23
C: 2.3557 2.9237 3.0299  -0.19
C: 1.5091 3.8435 2.4254  -0.22
C: 0.3855 3.4068 1.7395  -0.17
C: -2.6028 1.3551 2.2964  -0.29
C: -2.1943 1.4315 3.6241  -0.22
C: -3.0991 1.1749 4.6478  -0.21
C: -4.4101 0.8366 4.3521  -0.20
C: -4.8277 0.7774 3.0279  -0.20
C: -3.9295 1.0371 2.0068  -0.22
H: 0.7194 0.0698 2.2307  0.22
H: 2.7390 0.8495 3.4278  0.21
H: 3.2391 3.2659 3.5546  0.21
H: 1.7260 4.9023 2.4861  0.22
H: -0.2792 4.1100 1.2542  0.24
H: -1.1741 1.6984 3.8657  0.23
H: -2.7722 1.2306 5.6784  0.21
H: -5.1088 0.6229 5.1511  0.21
H: -5.8555 0.5286 2.7947  0.21
H: -4.2523 1.0176 0.9729  0.22

Cartesian forces, eV/Å:
-2.199 1.924 2.213
-0.045 -0.022 -0.091
-0.020 0.157 0.078
0.335 -0.080 -0.324
0.135 0.064 -0.041
-0.092 -0.108 -0.046
0.318 -0.038 -0.086
0.074 -0.116 -0.075
-0.045 -0.041 0.085
0.050 -0.035 -0.051
-0.123 -0.200 -0.101
-0.058 0.161 0.163
0.010 0.013 0.032
0.036 0.053 -0.016
0.012 -0.015 0.021
-0.056 -0.002 -0.133
-0.013 -0.130 -0.191
-0.087 -0.024 0.101
0.017 0.019 -0.034
0.019 -0.002 -0.015
0.008 0.025 -0.002
-0.051 0.051 0.088
-0.038 0.661 0.596
0.241 -1.101 -0.640
0.098 -0.923 -0.924
0.725 -0.162 -0.507
-0.167 0.301 0.041
-0.090 0.041 0.023
0.059 0.004 0.009
0.019 0.042 -0.039
-0.085 -0.014 0.093
0.082 0.008 0.196
0.158 -0.467 -0.559
-0.165 -0.403 -0.520
-0.128 0.388 0.250
0.560 -0.265 0.021
0.024 0.046 0.023
-0.008 -0.022 0.000
-0.009 -0.007 -0.005
0.038 0.029 -0.001
-0.027 0.085 -0.122
-0.332 0.265 -0.007
0.732 0.098 0.466
-0.001 -0.053 0.035
-0.043 0.048 0.119
-0.010 -0.001 0.002
-0.002 -0.002 -0.009
0.001 -0.004 -0.012
0.062 -0.019 -0.035
0.055 -0.311 0.026
-0.043 0.004 0.002
0.018 0.010 -0.022
0.005 0.001 -0.006
-0.004 -0.004 -0.004
0.020 0.060 0.018
0.020 0.022 -0.008
-0.006 -0.003 -0.020
-0.012 0.000 0.003
-0.001 -0.006 -0.017
0.018 0.002 -0.020
0.021 -0.045 -0.004
-0.003 0.024 -0.008
-0.001 0.021 -0.005
0.008 0.009 -0.006
-0.011 -0.010 0.004



3.
Below is a structure of composition C26H24N8RhS2, with properties calculated with ωB97M-V with the def2-TZVPD basis set.

Its multiplicity is 5. The expectation value of S² is 6.095. For the HOMO energy (spin up / spin down), the calculation gives -1.390 / -4.707 eV. The energy above the lowest of the compared OMol25 structures with the same formula, charge and spin comes out at 0.000 eV. Its net charge is -1. As for the molar mass: 615.6 Da.

Last column: Mulliken spin population.
Cartesian coordinates (Å):
Rh: -1.5792 0.3971 0.5893  1.30
C: -5.2147 4.3389 0.6014  0.00
S: -5.1214 3.2738 2.0498  0.03
C: -3.7809 2.1872 1.6605  0.10
S: -2.9289 2.3191 0.1554  0.04
N: -3.5536 1.3426 2.6073  -0.04
N: -2.5321 0.4528 2.3595  0.26
C: -2.1617 -0.2190 3.4329  -0.10
C: -1.1213 -1.1478 3.5108  0.32
C: -0.6811 -1.6032 4.7841  -0.07
C: 0.4447 -2.3478 4.9270  0.14
C: 1.2062 -2.6894 3.7717  0.09
C: 0.7295 -2.3298 2.5574  0.00
N: -0.4339 -1.6301 2.3963  0.18
H: -6.0405 5.0230 0.7982  0.00
H: -5.4265 3.7664 -0.2976  0.00
H: -4.2970 4.9058 0.4694  0.00
H: -2.6737 0.0274 4.3561  0.02
H: -1.2595 -1.2958 5.6455  0.00
H: 0.7721 -2.6606 5.9093  0.01
H: 2.1350 -3.2347 3.8404  0.01
H: 1.2232 -2.5978 1.6337  0.03
C: 1.7274 -0.0815 -0.5542  0.06
C: 0.6687 0.2372 -1.5433  -0.02
N: -0.6117 0.4552 -1.2601  -0.05
C: -1.2400 0.7848 -2.4402  0.01
C: -0.3284 0.7581 -3.4417  0.00
N: 0.8689 0.4046 -2.8681  0.03
C: 2.1311 0.2690 -3.6362  0.02
N: 3.2642 0.7427 -2.9650  0.03
N: 4.2008 -0.2006 -2.4499  0.42
N: 4.9773 0.4851 -1.6105  0.11
C: 4.5647 1.7639 -1.5327  -0.03
C: 5.0328 2.8516 -0.7629  0.27
C: 4.3497 4.0654 -0.8639  -0.14
C: 3.2388 4.2355 -1.6794  0.20
C: 2.7521 3.1565 -2.4605  0.04
C: 3.4394 1.9663 -2.3756  0.00
H: 1.2594 -0.5585 0.3047  -0.03
H: 2.2197 0.8366 -0.2254  0.00
H: 2.4976 -0.7269 -0.9776  -0.01
H: -2.2898 1.0210 -2.4687  -0.01
H: -0.4138 0.9635 -4.4940  0.00
H: 1.9438 0.8155 -4.5666  -0.01
H: 2.3110 -0.7821 -3.8625  0.01
H: 5.8863 2.7357 -0.1082  0.02
H: 4.6940 4.9081 -0.2735  0.00
H: 2.7319 5.1914 -1.7097  0.03
H: 1.8742 3.2674 -3.0872  0.00
C: -0.9803 -1.4457 1.0708  0.34
C: -1.2857 -2.6547 0.3837  -0.07
C: -1.6845 -2.6175 -0.9757  0.17
C: -1.9975 -3.7691 -1.6653  -0.11
C: -1.9419 -5.0139 -1.0411  0.21
C: -1.5731 -5.0783 0.2987  -0.12
C: -1.2508 -3.9334 1.0008  0.23
H: -1.7304 -1.6600 -1.4758  0.03
H: -2.2896 -3.7009 -2.7064  -0.01
H: -2.1869 -5.9152 -1.5879  0.02
H: -1.5423 -6.0360 0.8048  -0.01
H: -0.9917 -4.0192 2.0477  0.03

Cartesian forces, eV/Å:
-0.013 -0.083 -0.066
-0.009 0.007 0.027
0.007 0.000 0.008
-0.055 0.023 -0.098
0.007 0.045 0.005
-0.016 0.016 0.033
0.015 -0.032 0.014
-0.028 0.038 0.012
0.072 -0.070 0.009
0.010 -0.006 -0.011
-0.019 0.009 0.061
0.032 -0.012 -0.027
0.011 0.024 -0.034
0.010 0.041 0.039
0.006 -0.006 0.014
0.013 -0.010 -0.012
0.007 -0.001 -0.016
-0.002 -0.005 0.004
-0.002 -0.003 0.002
-0.003 0.001 0.001
0.002 0.000 -0.002
-0.004 0.019 -0.003
-0.058 -0.024 0.024
-0.016 0.013 -0.005
0.083 0.063 -0.006
-0.034 0.008 0.035
-0.024 -0.026 -0.004
0.013 0.020 -0.025
0.012 0.008 -0.014
0.037 -0.031 0.059
0.006 -0.014 -0.026
-0.006 0.022 0.006
0.016 -0.018 0.000
0.015 0.008 0.010
-0.013 0.002 -0.009
0.009 0.007 0.008
-0.019 0.013 -0.011
0.002 0.007 -0.024
0.002 0.010 0.018
0.015 0.005 -0.016
0.009 0.001 0.006
0.007 0.016 0.001
-0.001 -0.002 -0.002
-0.009 -0.004 0.004
-0.017 0.004 0.001
0.001 -0.001 0.000
0.000 -0.003 -0.001
-0.001 -0.003 -0.001
0.003 -0.001 0.003
-0.025 0.005 0.019
0.010 0.006 0.084
-0.009 0.020 -0.056
-0.002 -0.001 -0.011
-0.006 -0.015 -0.022
0.013 0.034 0.027
-0.025 -0.061 -0.020
-0.011 -0.054 0.000
-0.001 0.005 -0.001
-0.002 0.002 0.000
-0.001 0.000 0.000
-0.013 -0.014 -0.011



4.
Below is a structure of composition C26H25BeN5, with properties calculated with ωB97M-V with the def2-TZVPD basis set.

Its multiplicity is 1. For the HOMO energy, the calculation gives -15.050 eV. The energy above the lowest of the compared OMol25 structures with the same formula, charge and spin comes out at 0.174 eV. Its net charge is +2. As for the molar mass: 416.5 Da.

Last column: natural (NBO) charge in e.
Cartesian coordinates (Å):
Be: -0.5880 -0.1453 0.0163  1.68
C: -1.7154 2.2303 -0.9003  -0.21
C: -2.1758 1.5226 -2.1655  -0.46
C: -1.1100 0.6683 -2.7949  0.24
C: -0.8483 0.7451 -4.1563  -0.23
C: 0.0998 -0.0901 -4.7178  -0.12
C: 0.7657 -0.9897 -3.8971  -0.23
C: 0.4711 -0.9867 -2.5517  0.04
N: -0.4388 -0.1725 -1.9946  -0.60
N: -1.5846 1.3124 0.2631  -0.60
C: -1.0299 2.0679 1.4150  -0.26
C: -0.6557 1.0898 2.4977  0.20
C: -0.4241 1.4521 3.8124  -0.23
C: -0.0598 0.4615 4.7102  -0.12
C: 0.0478 -0.8519 4.2681  -0.24
C: -0.2083 -1.1238 2.9389  0.06
N: -0.5487 -0.1678 2.0687  -0.58
C: -2.9199 0.7404 0.6394  -0.28
C: -3.0418 -0.7053 0.2222  0.22
C: -4.2613 -1.3531 0.1431  -0.23
C: -4.2797 -2.6979 -0.1873  -0.10
C: -3.0803 -3.3519 -0.4388  -0.23
C: -1.9072 -2.6348 -0.3590  0.07
N: -1.8860 -1.3365 -0.0293  -0.65
H: -0.7433 2.6952 -1.0690  0.22
H: -2.4231 3.0213 -0.6404  0.22
H: -3.0530 0.9015 -1.9598  0.23
H: -2.4984 2.2775 -2.8799  0.26
H: -1.3949 1.4512 -4.7664  0.24
H: 0.3165 -0.0428 -5.7768  0.25
H: 1.5008 -1.6782 -4.2899  0.25
H: 0.9854 -1.6645 -1.8789  0.20
H: -0.1452 2.6124 1.0794  0.24
H: -1.7520 2.8049 1.7752  0.23
H: -0.5326 2.4815 4.1291  0.25
H: 0.1290 0.7083 5.7464  0.25
H: 0.3157 -1.6512 4.9447  0.25
H: -0.1519 -2.1348 2.5501  0.21
H: -3.0320 0.7880 1.7232  0.25
H: -3.7250 1.3381 0.2114  0.24
H: -5.1770 -0.8115 0.3401  0.25
H: -5.2197 -3.2301 -0.2517  0.25
H: -3.0580 -4.4001 -0.7009  0.26
H: -0.9513 -3.1009 -0.5623  0.22
N: 1.1572 0.0230 0.1049  -0.62
C: 2.3035 0.0649 0.1674  0.52
C: 3.7235 0.1140 0.2366  -0.18
C: 4.4442 0.3616 -0.9384  -0.15
C: 5.8231 0.4067 -0.8824  -0.20
C: 6.4738 0.2071 0.3300  -0.12
C: 5.7542 -0.0372 1.4945  -0.20
C: 4.3748 -0.0852 1.4575  -0.15
H: 3.9186 0.5185 -1.8719  0.23
H: 6.3914 0.5985 -1.7820  0.25
H: 7.5543 0.2422 0.3697  0.24
H: 6.2702 -0.1899 2.4325  0.25
H: 3.8003 -0.2730 2.3556  0.23

Cartesian forces, eV/Å:
-0.090 -0.061 -0.198
-0.043 -0.058 -0.053
0.086 -0.027 0.034
-0.035 -0.034 0.035
-0.051 -0.046 -0.033
0.022 0.006 0.000
-0.009 -0.038 -0.043
-0.050 -0.018 0.082
0.151 0.181 0.065
-0.076 -0.065 0.060
-0.004 -0.033 0.029
0.010 -0.019 -0.034
-0.033 0.028 0.053
0.009 -0.040 -0.001
-0.006 0.021 0.057
-0.061 0.008 -0.059
0.125 0.006 0.034
0.057 -0.071 -0.011
0.040 0.028 0.005
-0.002 0.008 0.010
-0.008 -0.010 -0.006
-0.083 -0.045 -0.001
0.095 0.040 0.010
-0.069 0.095 0.031
0.020 -0.011 0.021
0.005 0.024 0.026
-0.027 0.035 -0.037
-0.011 0.015 -0.018
0.002 -0.001 0.005
-0.014 -0.007 0.006
-0.010 0.016 0.005
0.002 0.040 -0.017
0.003 -0.019 -0.042
-0.008 0.020 -0.005
0.004 -0.015 -0.015
-0.001 -0.006 -0.002
-0.006 0.012 -0.009
0.021 0.030 0.001
0.005 0.022 0.005
0.002 0.025 -0.023
-0.001 -0.012 -0.001
0.018 0.001 -0.002
0.014 0.017 0.006
-0.002 0.024 -0.007
-0.060 -0.117 0.008
0.118 0.029 0.107
0.090 0.039 -0.137
-0.105 -0.001 0.013
0.014 0.004 -0.014
-0.008 -0.007 0.011
0.020 -0.004 0.027
-0.131 -0.008 0.035
0.033 -0.003 0.008
0.005 -0.004 0.019
-0.003 0.004 -0.008
0.009 0.004 -0.021
0.025 -0.001 -0.009



Look up the multiplicity of the first one.
2



Which value of multiplicity does entry 3 give?
5



Look up the multiplicity of the second one.
1